No. 1
This record from the Open Molecules 2025 dataset describes a cluster of 2 separate species, C30H56FN2O8P2 in total. The level of theory is ωB97M-V with the def2-TZVPD basis set.

```
! RIJCOSX wB97M-V def2-TZVPD def2/J DEFGRID3
* xyz 1 1
C 1.31137 1.27239 -1.37680
C 0.65872 1.70289 -2.82027
C 1.82819 1.78604 -4.00024
C 0.13925 3.28090 -2.62570
C -0.67068 0.85245 -3.26241
C -0.56159 -0.76985 -3.06614
C -1.73081 -1.42804 -4.06503
C 0.85624 -1.43927 -3.54360
C -0.90894 -1.31726 -1.55954
C -1.42730 -0.42303 -0.28699
C -1.69461 -1.08871 1.18899
C -1.45304 -2.70526 1.46737
O -1.68338 -3.17358 2.84326
C -0.36076 -3.60685 3.36052
C 0.76621 -2.37170 3.35443
O 0.25909 -1.19146 4.07004
C 1.02803 0.02570 3.76444
C 1.07572 0.97622 5.09862
C 0.02992 2.26705 5.04826
C -1.35666 1.70758 4.37859
C -2.72493 2.51091 4.90759
F -3.88146 1.60851 4.54930
N -0.10752 2.73971 6.49066
C 1.21314 3.21827 7.10207
C 1.91916 4.43316 6.19499
N 2.05819 3.87111 4.79816
C 2.89226 4.74148 3.88690
C 4.60807 4.36504 4.21217
C 5.02991 2.71261 3.93375
O 4.87335 3.41968 5.41644
C 0.69479 3.55997 4.22353
P -0.48190 5.04939 4.04811
O 0.19705 6.47117 4.15365
C -0.98396 -3.61898 0.18858
C -0.71073 -2.95200 -1.31143
H 1.45870 0.12193 -1.22214
H 0.53863 1.63557 -0.54253
H 2.32162 1.84643 -1.11537
H 1.43336 1.52550 -5.07102
H 2.62031 0.94521 -3.71533
H 2.36772 2.84752 -3.93885
H 0.04682 3.70554 -3.72746
H 0.93323 3.93904 -2.06196
H -0.93341 3.30268 -2.15481
H -1.60014 1.23480 -2.61960
H -0.87760 1.10028 -4.39309
H -1.68423 -2.59641 -4.11100
H -2.80040 -1.03929 -3.71952
H -1.54702 -0.95534 -5.12452
H 1.71606 -1.40974 -2.75034
H 1.26195 -0.94407 -4.54470
H 0.69623 -2.59017 -3.81669
H -1.57977 0.73743 -0.44893
H -2.04259 -0.41204 2.08250
H 0.02025 -4.56704 2.80600
H -0.53054 -3.86291 4.50255
H 1.19155 -2.15722 2.28554
H 1.66776 -2.79453 4.01248
H 0.62372 0.54189 2.79531
H 2.14482 -0.33738 3.54967
H 2.19072 1.28029 5.28222
H 0.76292 0.30147 6.02676
H -1.27048 1.71105 3.19330
H -1.50713 0.59231 4.77763
H -2.71407 2.66503 6.06743
H -2.91410 3.50753 4.29520
H -0.42138 1.91117 7.04736
H -0.77361 3.55919 6.60173
H 1.95578 2.35178 7.36200
H 0.92593 3.73602 8.13244
H 2.96774 4.62627 6.73108
H 1.33522 5.44479 6.26577
H 2.76054 5.86554 4.18642
H 2.73754 4.55226 2.74122
H 5.45203 5.24365 3.90571
H 4.01494 2.65855 3.30277
H 4.73168 1.78494 4.54815
H 0.88666 3.14444 3.12244
H -1.22252 4.92942 2.81813
H -1.48346 5.00020 5.12219
H -0.85063 -4.78598 0.39609
H -0.36987 -3.70442 -2.15017
C -2.35532 -7.63860 -6.86876
O -1.63006 -6.42812 -6.85786
P -1.47138 -5.37446 -8.22086
O -1.40640 -4.17314 -7.26923
O -3.04093 -5.64071 -8.65985
C -4.10885 -5.28241 -7.79991
O -1.31280 -4.32080 -9.58384
C -0.04058 -3.71490 -9.70966
H -1.78216 -8.38481 -6.32653
H -3.27979 -7.48764 -6.31939
H -2.55736 -7.99044 -7.87445
H -3.76535 -4.93757 -6.81771
H -4.73274 -6.16996 -7.65068
H -4.71492 -4.51109 -8.27059
H 0.74391 -4.46186 -9.67419
H 0.11011 -2.96934 -8.91578
H 0.00275 -3.19357 -10.67503
*
```

Computed properties:
E_tot = -2669.47675 a.u.

Löwdin population analysis, charges in e, atoms 1 to 2: atom 1 (C): -0.10, atom 2 (C): -0.50


No. 2
This record from the Open Molecules 2025 dataset describes a cluster of 6 separate species, C30H57BFN2O13S5 in total. The level of theory is ωB97M-V with the def2-TZVPD basis set.

```
! RIJCOSX wB97M-V def2-TZVPD def2/J DEFGRID3
* xyz 1 1
C 4.56458 -5.48191 2.46086
C 3.46823 -4.94193 1.73743
N 2.16058 -4.54654 2.30589
C 1.26036 -5.32962 3.13933
N 0.05036 -4.57989 3.45553
F -0.99898 -4.97007 4.17991
C 0.22347 -3.28676 2.77950
B -0.82542 -2.04778 2.73908
O -1.41709 -1.40282 3.86993
O -1.21843 -1.58232 1.40952
C -2.13086 -2.59126 0.85756
C -2.65481 -2.22926 -0.62078
C 1.58563 -3.23214 2.03787
C 2.11777 -1.97086 1.21082
O 3.04829 -2.28955 0.15740
C 4.42438 -1.97639 0.54335
C 5.42689 -2.82763 -0.40874
H 4.84108 -5.17813 3.53498
H 5.21692 -6.25717 1.90815
H 3.62001 -4.74518 0.60938
H 1.43117 -6.41273 3.49324
H -2.38786 -1.36577 3.64381
H -3.07193 -2.63109 1.53552
H -1.65741 -3.63207 0.80378
H -1.91720 -1.49908 -1.14106
H -3.66619 -1.70357 -0.51132
H -2.77254 -3.18179 -1.23968
H 2.62944 -1.26464 1.97549
H 1.22830 -1.40197 0.74985
H 4.67405 -0.86221 0.51203
H 4.57958 -2.40550 1.60908
H 6.02350 -2.10593 -1.06930
H 6.20276 -3.43103 0.20209
H 4.86221 -3.55836 -1.10096
C 0.69490 2.43860 -4.12918
C 1.07105 1.04160 -4.62588
C 0.83298 0.06503 -3.47350
S -0.46577 0.77990 -2.47274
O 0.08311 1.11933 -1.17895
O -1.66836 -0.01171 -2.61824
C -0.64537 2.27831 -3.42319
H 0.63290 3.15732 -4.94872
H 1.45114 2.79570 -3.42214
H 0.43392 0.77282 -5.47381
H 2.10661 0.99999 -4.96903
H 0.51424 -0.91356 -3.83487
H 1.72165 -0.04088 -2.84852
H -0.88589 3.11124 -2.76284
H -1.45317 2.12260 -4.14242
C 2.74836 2.01076 5.33379
C 2.03331 1.95197 6.68422
C 0.53024 1.89070 6.40564
S 0.34873 1.10880 4.80625
O -0.20254 2.07296 3.88201
O -0.22627 -0.20971 4.97929
C 2.09381 0.93866 4.47240
H 3.82245 1.84267 5.43609
H 2.60156 2.99670 4.88097
H 2.34532 1.05083 7.22276
H 2.28309 2.81101 7.31087
H 0.00508 1.30096 7.15783
H 0.09385 2.88953 6.34491
H 2.28337 1.06876 3.40637
H 2.39839 -0.06172 4.79008
C 0.09592 7.73724 6.75618
C 0.52436 7.12186 5.42256
C 2.03918 6.91475 5.47854
S 2.44946 6.68618 7.20538
O 3.26312 7.79812 7.63604
O 2.84397 5.31109 7.42416
C 0.79558 6.91852 7.83301
H -0.98873 7.71998 6.88077
H 0.42580 8.78006 6.80467
H 0.02498 6.15628 5.28971
H 0.24423 7.75420 4.57716
H 2.34613 6.03333 4.91421
H 2.57674 7.79324 5.11734
H 0.83163 7.42080 8.79944
H 0.33683 5.93259 7.93801
C -5.45022 -1.17727 -2.87139
C -6.92956 -0.80667 -2.99351
C -7.01583 0.45880 -3.84972
S -5.59052 0.42883 -4.93176
O -4.72599 1.53379 -4.58543
O -6.02641 0.18707 -6.28859
C -4.87977 -1.07126 -4.27888
H -5.31561 -2.17966 -2.45925
H -4.94471 -0.46751 -2.20834
H -7.46996 -1.62206 -3.48553
H -7.38996 -0.65258 -2.01492
H -7.92564 0.47700 -4.45074
H -6.95628 1.36069 -3.23793
H -3.79153 -1.00626 -4.29753
H -5.21850 -1.90068 -4.90420
C -1.52224 -1.94401 -7.76546
C -0.90682 -2.70694 -8.94018
C 0.61395 -2.59182 -8.81629
S 0.96044 -2.39594 -7.07207
O 1.51911 -1.07952 -6.85822
O 1.59851 -3.59400 -6.57463
C -0.74111 -2.38246 -6.53363
H -2.58866 -2.15368 -7.65974
H -1.40286 -0.86682 -7.92139
H -1.20224 -3.75983 -8.88548
H -1.25424 -2.31896 -9.90020
H 1.11695 -3.48588 -9.18636
H 0.99208 -1.71010 -9.33679
H -0.85861 -1.70568 -5.68683
H -1.00643 -3.40098 -6.24115
*
```

Computed properties:
E_tot = -4380.05365 a.u.

Löwdin population analysis, charges in e, atoms 1 to 2: atom 1 (C): 0.06, atom 2 (C): -0.12


No. 3
This record from the Open Molecules 2025 dataset describes a cluster of 5 separate species, C30H57Br2ClO14S6 in total. The level of theory is ωB97M-V with the def2-TZVPD basis set.

```
! RIJCOSX wB97M-V def2-TZVPD def2/J DEFGRID3
* xyz 0 1
C -0.03767 6.34471 0.47584
C -0.25857 6.07896 -1.00109
O -1.65577 5.93803 -1.16349
C 0.51729 4.83579 -1.51945
O -0.42656 3.95535 -2.11567
C -0.24165 2.59492 -2.25573
C 0.03054 1.87565 -0.91422
Br 1.90826 1.78979 -0.45805
C -0.83940 2.50199 0.20468
C -0.15055 2.93740 1.48664
Br -2.22257 1.20803 0.71388
O -1.57077 2.11101 -2.59806
S -1.96687 2.61465 -4.05223
O -2.60284 1.52915 -4.69998
O -2.57278 3.89364 -4.01297
O -0.48766 2.80880 -4.55692
C 0.51960 2.22900 -3.60545
C 0.54948 0.74238 -4.02294
C 1.42296 -0.30710 -3.33159
C 2.93944 -0.14129 -3.46482
S 3.56190 -0.83668 -5.03646
C 1.76181 3.06001 -3.88117
C 2.50197 2.76971 -5.18565
C 3.90557 3.33314 -5.17791
Cl 3.92323 5.11729 -4.98896
H -0.27403 7.37709 0.72563
H 1.00323 6.15994 0.75184
H -0.66897 5.68197 1.06727
H 0.10846 6.94323 -1.56594
H -1.88393 5.88174 -2.10385
H 1.24445 5.14499 -2.27068
H 1.07035 4.34784 -0.71313
H -0.29185 0.85072 -1.04865
H -1.41014 3.33089 -0.20767
H 0.60678 3.69561 1.29115
H 0.29868 2.08981 2.00039
H -0.89593 3.37293 2.15107
H 0.81546 0.76668 -5.08133
H -0.47737 0.38288 -3.99545
H 1.16538 -0.43128 -2.28803
H 1.15864 -1.25589 -3.80577
H 3.23983 0.90172 -3.40334
H 3.43849 -0.65917 -2.64920
H 4.67797 -1.37230 -4.53265
H 1.41377 4.08852 -3.94177
H 2.44344 2.98122 -3.03298
H 2.61412 1.69999 -5.36967
H 1.94896 3.19727 -6.02391
H 4.48627 2.93439 -4.34716
H 4.42795 3.11390 -6.10399
O -0.85121 -1.81871 2.11712
S 0.24598 -1.91425 1.18711
O 0.28338 -1.02350 0.04933
C 1.78178 -1.82162 2.10070
C 2.08545 -3.27799 2.44008
C 1.78525 -4.07767 1.16453
C 0.42251 -3.61011 0.63810
H 1.62886 -1.16863 2.95763
H 2.53708 -1.39755 1.43763
H 3.12172 -3.39773 2.75442
H 1.43605 -3.61552 3.25218
H 2.56089 -3.87446 0.42353
H 1.77992 -5.15069 1.34713
H 0.35265 -3.62102 -0.44617
H -0.40893 -4.16761 1.06320
O 5.52496 -2.87715 2.97219
S 5.89175 -1.96182 4.02702
O 6.38545 -0.65004 3.70216
C 4.51796 -1.83823 5.17424
C 4.77063 -2.95441 6.18054
C 6.27225 -2.90398 6.49461
C 7.01718 -2.79679 5.15961
H 3.59185 -1.93806 4.61277
H 4.57352 -0.85261 5.63580
H 4.16421 -2.82437 7.07547
H 4.51196 -3.91863 5.73730
H 6.48657 -2.02761 7.10888
H 6.59845 -3.78191 7.04980
H 7.92802 -2.20629 5.21618
H 7.23238 -3.77112 4.72514
O -1.88162 -5.01312 -0.67006
S -2.05905 -5.09765 -2.10040
O -0.91812 -5.39313 -2.92839
C -3.41044 -6.21642 -2.45631
C -4.64292 -5.31840 -2.45605
C -4.24079 -4.04572 -3.21509
C -2.88173 -3.59869 -2.66685
H -3.41598 -6.99701 -1.69927
H -3.21830 -6.64646 -3.43912
H -5.49296 -5.81642 -2.91981
H -4.91838 -5.07026 -1.42887
H -4.15591 -4.26592 -4.28073
H -4.98097 -3.25562 -3.10135
H -2.24323 -3.13045 -3.41201
H -2.97644 -2.94597 -1.80068
O -6.69792 0.23654 5.94405
S -5.95219 1.14541 5.10929
O -5.14443 2.17378 5.71276
C -4.98621 0.19559 3.93906
C -5.91573 0.01123 2.74653
C -6.59004 1.37251 2.52579
C -7.07137 1.86892 3.89333
H -4.67723 -0.73183 4.41509
H -4.11260 0.79310 3.67718
H -5.36344 -0.31299 1.86532
H -6.66784 -0.74790 2.97264
H -5.86382 2.07343 2.10979
H -7.41962 1.30388 1.82348
H -7.02762 2.94931 4.00516
H -8.07003 1.51135 4.13689
*
```

Computed properties:
E_tot = -10227.95558 a.u.

Löwdin population analysis, charges in e, atoms 1 to 2: atom 1 (C): -0.04, atom 2 (C): -0.38